Entry 1:
8
Properties=species:S:1:pos:R:3 method="wB97M-V/def2-TZVPD" charge=0 e_above_lowest_ev=5.971 e_tot_ev=-161568.882
C 0.38871 -0.90340 -0.09088
Si 0.09310 1.00709 -0.10713
Cl 0.26335 -1.60399 -1.71237
Br -1.99631 1.21561 -0.52156
Br 1.28484 1.97676 -1.74576
H -0.34196 -1.39056 0.41003
H 1.38852 -1.35061 0.28626
H -1.08024 1.04910 3.48141

***

Entry 2:
13
Properties=species:S:1:pos:R:3 method="wB97M-V/def2-TZVPD" charge=0 e_above_lowest_ev=4.254 e_tot_ev=-20645.925 smiles="Nc1ccco1.O=S"
N 0.63498 1.64201 0.91147
C 0.64686 0.40209 0.19828
C 1.25070 -0.08802 -0.93628
C 0.92679 -1.55211 -0.94086
C 0.20510 -1.74491 0.18735
O 0.17492 -0.64295 0.94047
H 0.28097 2.31078 0.21501
H -0.11092 1.57264 1.65710
H 1.74800 0.41678 -1.75398
H 0.76194 -2.16698 -1.79755
H -0.27236 -2.51879 0.52504
O -2.38579 1.11108 0.49870
S -3.86119 1.25839 0.29524

***

Entry 3:
93
Properties=species:S:1:pos:R:3 method="wB97M-V/def2-TZVPD" charge=0 e_tot_ev=-255634.890 smiles="CC(N)=O.CC(C)O.ClCCCl.ClCCCl.ClCCCl.ClCCCl.ClCCCl.ClCCCl.ClCCCl.ClCCCl.ClCCCl"
C -3.09929 4.08595 4.60804
C -3.10566 4.76747 3.26959
N -3.75987 5.89773 3.19977
O -2.64956 4.32372 2.21473
H -2.19051 3.52544 4.82726
H -3.97347 3.47146 4.82322
H -3.17512 4.86863 5.36286
H -3.81994 6.28240 2.26781
H -4.09414 6.38752 4.01736
C 7.24106 3.47929 -1.96105
C 7.22110 4.02079 -0.53377
C 5.85703 3.77754 0.07799
O 8.28368 3.40174 0.21305
H 6.30030 3.66541 -2.47915
H 7.50020 2.42169 -2.01045
H 7.94828 3.97581 -2.62543
H 7.45693 5.08475 -0.51212
H 5.68176 2.70243 0.11711
H 5.04687 4.34348 -0.38185
H 5.89515 4.12633 1.10997
H 8.37870 3.80660 1.07831
Cl -6.84961 0.31596 2.69684
C -6.13497 0.04734 1.10505
C -7.06710 -0.97816 0.42090
Cl -6.88434 -2.62075 0.98856
H -5.09985 -0.21962 1.31807
H -6.22989 1.03342 0.65036
H -6.79111 -1.11031 -0.62527
H -8.12785 -0.72869 0.39477
Cl -5.49196 3.65105 -3.73058
C -4.69840 4.63430 -4.94900
C -3.23541 4.70054 -4.52594
Cl -2.43148 6.09867 -5.23033
H -5.20395 5.59987 -4.93583
H -4.85491 4.12499 -5.89990
H -2.67869 3.83022 -4.87338
H -3.06149 4.66059 -3.45066
Cl 2.29219 4.47424 -4.89702
C 3.31664 4.37885 -6.39841
C 2.51875 4.24001 -7.71067
Cl 1.58889 2.71256 -7.75743
H 3.94001 3.49478 -6.26446
H 3.95627 5.26035 -6.44243
H 3.09314 4.09008 -8.62485
H 1.80504 5.03771 -7.91652
Cl -0.76136 0.06413 -1.98511
C 0.49854 0.69433 -0.85053
C 0.52622 -0.01001 0.47882
Cl 1.15635 -1.65608 0.31774
H 0.19983 1.73865 -0.75960
H 1.47182 0.75880 -1.33702
H -0.47496 0.02497 0.90838
H 1.19084 0.50463 1.17275
Cl -7.21377 -3.38822 -5.29866
C -5.41682 -3.48679 -4.98734
C -4.95534 -4.93131 -4.60555
Cl -5.63071 -6.14467 -5.86061
H -5.16437 -2.68365 -4.29502
H -4.99251 -3.11867 -5.92144
H -5.47120 -5.21644 -3.68865
H -3.87634 -5.06736 -4.53235
Cl 3.03506 1.25790 8.51700
C 2.53531 2.70985 7.57145
C 3.01989 2.58634 6.18001
Cl 2.35799 3.92087 5.34490
H 2.93560 3.60341 8.05045
H 1.44699 2.73546 7.62619
H 2.57304 1.70194 5.72586
H 4.10334 2.60201 6.06179
Cl -0.15372 -2.83749 8.96733
C 0.51151 -3.95642 7.78948
C 1.29248 -3.24036 6.74309
Cl 0.11950 -2.20540 5.87274
H -0.33562 -4.48669 7.35440
H 1.06816 -4.72402 8.32709
H 1.70995 -3.96372 6.04268
H 2.11044 -2.68718 7.20463
Cl 3.94934 -7.14376 -5.41952
C 2.88258 -6.74243 -3.98880
C 2.01467 -5.54886 -4.38445
Cl 0.87619 -5.88200 -5.71947
H 3.57298 -6.49091 -3.18371
H 2.12816 -7.47542 -3.70298
H 2.62309 -4.71027 -4.72311
H 1.44131 -5.13056 -3.55717
Cl -0.39712 -7.97807 0.73208
C 0.46640 -7.98131 2.33445
C -0.34603 -8.77243 3.36494
Cl 0.50433 -8.80787 4.95446
H 0.53698 -6.92747 2.60378
H 1.43033 -8.42561 2.08642
H -0.33487 -9.76854 2.92250
H -1.37788 -8.45750 3.52055

***

Entry 4:
7
Properties=species:S:1:pos:R:3 method="wB97M-V/def2-TZVPD" charge=0 e_above_lowest_ev=4.055 e_tot_ev=-14360.514
N 0.83527 0.63772 -0.18486
N -0.40331 0.71164 -0.62719
O -0.23421 -1.59795 1.01439
P 0.24304 -0.61706 2.12260
H -1.13758 0.00392 -0.77376
H -0.36630 1.44605 -1.39906
H 1.06309 -0.58432 -0.15213

***

Entry 5:
59
Properties=species:S:1:pos:R:3 method="wB97M-V/def2-TZVPD" charge=0 e_above_lowest_ev=2.938 e_tot_ev=-51306.061 smiles="COc1cccc(-c2nc(CS(=O)(=O)CC(=O)N3CCN(c4ccccn4)CC3)c(C)o2)c1"
C -3.03643 2.08995 -3.81176
O -4.17420 2.59293 -3.15091
C -4.06631 2.91853 -1.83591
C -5.22937 3.40668 -1.23171
C -5.22659 3.76503 0.10072
C -4.07451 3.64873 0.85882
C -2.91368 3.16575 0.26249
C -1.68790 3.03643 1.01828
N -0.53426 2.64033 0.56020
C 0.32171 2.69323 1.62241
C 1.72527 2.25475 1.52255
S 1.81748 0.60296 2.29893
O 1.89407 0.77185 3.72794
O 0.76276 -0.24224 1.81140
C 3.41864 -0.11095 1.73548
C 3.23705 -0.33804 0.25787
O 3.40932 0.60431 -0.50305
N 2.86101 -1.55142 -0.18141
C 2.47743 -2.70515 0.59990
C 0.97730 -2.99342 0.39272
N 0.69443 -3.17625 -1.00922
C 0.76110 -4.39670 -1.62960
C 0.53975 -5.61082 -0.95455
C 0.55740 -6.78407 -1.67553
C 0.78881 -6.74813 -3.04620
C 0.98561 -5.50817 -3.62299
N 0.97969 -4.37322 -2.94836
C 1.05915 -1.99626 -1.76393
C 2.55486 -1.71357 -1.59376
C -0.37272 3.12495 2.72415
C 0.02705 3.36938 4.13070
O -1.64765 3.34860 2.33303
C -2.90713 2.79949 -1.08407
H -3.35255 1.90029 -4.83633
H -2.69037 1.15582 -3.35909
H -2.21910 2.81747 -3.81213
H -6.12045 3.49315 -1.83298
H -6.13221 4.13974 0.55364
H -4.06644 3.92772 1.90052
H 2.03301 2.14229 0.48698
H 2.40794 2.88096 2.08849
H 3.63061 -0.97887 2.34736
H 4.15957 0.66507 1.90325
H 2.66398 -2.55284 1.65967
H 3.06451 -3.56448 0.25007
H 0.69106 -3.86803 0.97239
H 0.41187 -2.13007 0.75609
H 0.34343 -5.63794 0.10485
H 0.38918 -7.72679 -1.17417
H 0.81090 -7.64957 -3.63661
H 1.16730 -5.40433 -4.68559
H 0.82714 -2.16929 -2.81351
H 0.48115 -1.15239 -1.37710
H 2.84288 -0.79781 -2.10934
H 3.13069 -2.55677 -1.98815
H 0.59765 4.29506 4.21280
H -0.86139 3.45105 4.75076
H 0.64640 2.54624 4.48182
H -1.98281 2.43078 -1.49530

***

Entry 6:
82
Properties=species:S:1:pos:R:3 method="wB97M-V/def2-TZVPD" charge=+4 e_above_lowest_ev=0.093 e_tot_ev=-60958.660 spin_multiplicity=3 s2=2.300
W -0.09050 -0.50079 -0.15010
P -0.11284 -2.42442 1.38100
P 2.32491 -0.14825 0.18196
P -0.59705 -1.95093 -1.99106
H -2.06056 1.47815 -0.83724
C -2.11854 0.38760 -0.90634
C -2.35838 -0.36722 0.31856
H -2.51455 0.20289 1.23458
C -0.15500 -2.44391 3.23377
C 1.37326 -3.51780 1.22879
C -1.41874 -3.72206 1.20091
C 3.04764 1.45916 -0.27221
C 2.72403 -0.20274 1.98023
C 3.51177 -1.32184 -0.53961
C -2.26448 -2.76347 -1.98044
C 0.52106 -3.38025 -2.23633
C -0.68747 -1.30022 -3.69307
H -2.50797 0.01071 -1.85625
H -2.88648 -1.31961 0.27232
H -1.14523 -2.15271 3.60945
H 0.60869 -1.79311 3.67590
H 0.03647 -3.47222 3.58415
H 2.25743 -3.04642 1.67217
H 1.59458 -3.77369 0.18787
H 1.16418 -4.44861 1.77901
H -2.41691 -3.26981 1.24597
H -1.32500 -4.43607 2.03589
H -1.31970 -4.28484 0.26605
H 3.87206 1.30176 -0.98677
H 3.44033 1.96251 0.61965
H 2.30195 2.11192 -0.72662
H 3.81405 -0.10122 2.09237
H 2.40524 -1.13672 2.46268
H 2.22875 0.62858 2.50318
H 4.52217 -0.92784 -0.36892
H 3.34119 -1.40923 -1.61781
H 3.43509 -2.31572 -0.08871
H -2.29944 -3.44583 -2.84411
H -3.06479 -2.02135 -2.09204
H -2.44747 -3.34699 -1.07299
H 0.35034 -3.77056 -3.25082
H 0.31287 -4.17988 -1.51373
H 1.56914 -3.06432 -2.15709
H -0.93839 -2.11775 -4.38463
H 0.27471 -0.86383 -3.98538
H -1.47098 -0.53294 -3.75352
C 0.38886 2.04952 -3.94608
C 1.48359 2.92968 -4.07104
C 1.85988 3.40938 -5.33111
C 1.14387 3.05330 -6.47576
C 0.03427 2.21947 -6.35389
C -0.37142 1.75357 -5.09879
O -0.03141 1.59088 -2.69884
H 0.46053 0.82976 -2.20471
H 2.02955 3.23537 -3.17384
H 2.72020 4.06243 -5.41793
H 1.45067 3.41829 -7.46051
H -0.51593 1.93200 -7.24427
H -1.27031 1.14626 -5.00210
C -2.81538 2.09792 3.66217
N -1.75059 1.29142 4.32709
C -2.33288 0.33357 5.31364
C -0.82515 0.59662 3.32728
C -0.21839 1.58596 2.39149
C 0.35178 2.73404 2.97368
C 0.64703 3.83235 2.17477
C 0.38762 3.78295 0.81272
C -0.04786 2.59132 0.22023
C -0.20619 1.41555 0.98520
H -3.43831 1.43176 3.05623
H -2.36031 2.87623 3.04620
H -3.42547 2.56110 4.44613
H -1.15475 1.94829 4.85764
H -2.99408 -0.35994 4.78089
H -1.51417 -0.20521 5.80241
H -2.90433 0.90592 6.05304
H -0.05431 0.09794 3.93190
H -1.43531 -0.16990 2.83663
H 0.52543 2.77267 4.05860
H 1.06244 4.73758 2.62706
H 0.52986 4.66781 0.18689
H -0.24051 2.57604 -0.85368

***

Entry 7:
19
Properties=species:S:1:pos:R:3 method="wB97M-V/def2-TZVPD" charge=0 e_above_lowest_ev=3.394 e_tot_ev=-19733.701 smiles="CN[C@H](C=O)CCS"
C 0.52471 0.37067 -2.69552
N 1.12536 -0.58752 -1.61401
C 0.44944 -0.51556 -0.29543
C 0.57485 -2.01788 0.09419
O 1.57322 -2.48714 0.53615
C -1.06321 0.02359 -0.29346
C -1.51631 0.43033 1.12803
S -0.72301 2.04151 1.56726
H 0.93604 0.12789 -3.70631
H -0.57962 0.25123 -2.57145
H 0.66662 1.49428 -2.45281
H 2.18280 -0.42526 -1.50943
H 1.13510 0.16059 0.30162
H -0.42875 -2.35724 0.09114
H -1.76857 -0.71813 -0.76456
H -1.03972 0.91692 -0.88042
H -1.43212 -0.20786 2.02517
H -2.53882 0.48621 1.11033
H 0.15497 1.87004 2.66266

***

Entry 8:
34
Properties=species:S:1:pos:R:3 method="wB97M-V/def2-TZVPD" charge=+1 e_above_lowest_ev=0.000 e_tot_ev=-68261.202
C 4.59498 1.11532 0.28631
C 3.34759 0.55597 -0.33280
C 3.26703 -0.73996 -0.81461
C 2.09235 -1.23005 -1.35531
C 0.95565 -0.44632 -1.42677
C -0.29503 -1.01440 -2.05134
C -1.57778 -0.71475 -1.31491
C -2.82254 -0.68537 -1.99933
C -3.95709 -0.39390 -1.28032
C -3.80660 -0.13729 0.09382
N -4.92134 0.18549 0.87560
N -2.59858 -0.22291 0.63417
N -1.48009 -0.51057 -0.02901
C 1.03788 0.85942 -0.95451
C 2.21231 1.35415 -0.43488
H 5.49039 0.56248 0.01134
H 4.50844 1.14502 1.37467
H 4.73294 2.14851 -0.03717
H 4.13885 -1.38080 -0.76176
H 2.05539 -2.24340 -1.73889
H -0.39243 -0.64430 -3.07574
H -0.24071 -2.10530 -2.10777
H -2.87876 -0.89315 -3.05945
H -4.93675 -0.36324 -1.73413
H -5.09327 1.18846 0.87282
H -4.77685 -0.07047 1.84900
H -2.46222 -0.05813 1.63197
H 0.16026 1.49453 -1.02058
H 2.25922 2.37284 -0.06910
C 0.29680 0.17648 3.59338
Cl 1.01988 1.37346 4.65485
Cl 0.97482 -1.41155 3.91548
Cl -1.47366 0.12630 3.90204
Cl 0.56893 0.60747 1.90289

***

Entry 9:
72
Properties=species:S:1:pos:R:3 method="wB97M-V/def2-TZVPD" charge=+1 e_tot_ev=-39074.684
C -1.92097 0.40179 -0.14498
C -1.42840 0.56680 -1.49018
C -1.17964 -0.73140 -2.02659
H -1.40644 1.48501 -2.07487
C -1.49807 -1.69987 -1.02212
C -1.95899 -1.00740 0.13535
H -1.47669 -2.78070 -1.16298
C 1.27825 1.86550 1.20639
C 0.38782 2.19577 0.13522
C 1.02799 1.83768 -1.09855
H -0.53581 2.76353 0.23612
C 2.26682 1.20049 -0.77239
C 2.44469 1.27938 0.65563
H -0.92147 -0.96041 -3.06194
H -2.30997 -1.48755 1.04761
H -2.32381 1.18929 0.48714
H 3.33689 0.95639 1.19780
H 0.71250 2.07565 -2.11293
H 1.12766 2.10320 2.25912
Hf 0.35986 -0.21006 -0.09701
C 2.95569 0.19466 -1.66006
C 4.41001 0.04725 -1.18690
C 2.89550 0.55480 -3.14621
H 4.86871 1.04419 -1.10098
H 5.01475 -0.52004 -1.89715
H 4.47261 -0.45086 -0.21228
H 3.22147 1.59178 -3.30215
H 1.88266 0.44634 -3.56151
H 3.56800 -0.10326 -3.71566
C 2.10272 -1.10570 -1.47488
C 2.82457 -2.39466 -1.85887
H 1.18203 -1.04833 -2.09200
H 1.94473 -1.31374 -0.35287
O 4.00735 -2.50675 -1.51873
N 2.19746 -3.41285 -2.53845
C 0.81726 -3.90903 -2.48783
H 2.85450 -4.14356 -2.79478
C -0.01769 -3.44513 -3.66013
C -1.36984 -3.80314 -3.71452
H -1.76537 -4.51251 -2.98183
C -2.19361 -3.25307 -4.69477
H -3.25665 -3.48595 -4.69877
C -1.65204 -2.40092 -5.66562
H -2.30130 -1.94559 -6.41792
C -0.28351 -2.13186 -5.66869
H 0.16517 -1.50256 -6.43399
C 0.54285 -2.66970 -4.67415
H 1.62396 -2.51494 -4.68186
H 0.34056 -3.64295 -1.52575
H 0.87017 -5.01478 -2.50678
C -3.35371 1.08383 4.88377
N -2.11660 1.48257 4.27621
C -1.48318 2.65363 4.80375
C -1.65952 0.87784 3.02685
C -0.57943 -0.18535 3.19580
C -0.33930 -0.64809 4.49391
C 0.61729 -1.63624 4.75956
C 1.30450 -2.22569 3.70321
C 1.05161 -1.79361 2.38602
C 0.15026 -0.74578 2.12964
H -3.85797 1.97357 5.29638
H -3.18080 0.38220 5.72168
H -4.00230 0.58660 4.14717
H -0.69541 2.39013 5.53445
H -1.02053 3.24122 3.99588
H -2.23897 3.26120 5.32839
H -2.55597 0.43212 2.55092
H -1.31947 1.70190 2.36614
H -0.91533 -0.20712 5.30740
H 0.78902 -1.93043 5.79192
H 2.03277 -3.01468 3.89335
H 1.57978 -2.30677 1.56951

***

Entry 10:
19
Properties=species:S:1:pos:R:3 method="wB97M-V/def2-TZVPD" charge=+1 e_above_lowest_ev=1.503 e_tot_ev=-7991.313
B 0.46067 -0.29913 0.60449
C 1.57032 -0.05872 -0.37414
C -1.02102 0.30491 -0.83580
C 1.05512 1.09873 -1.23935
C -1.15639 -1.11856 2.39962
N 0.15648 -0.80907 1.78214
N -0.13647 0.54281 -1.99344
H 2.41499 0.40198 0.11373
H 1.99317 -0.90556 -0.86840
H -1.92509 -0.26340 -1.09587
H -1.43627 1.28116 -0.51721
H 0.83290 1.89649 -0.52382
H 1.88372 1.41036 -2.08567
H -1.20008 -2.23451 2.74176
H -1.46019 -0.54984 3.32880
H -1.80974 -0.81696 1.62691
H 0.99691 -0.90235 2.38374
H 0.15013 -0.36028 -2.19129
H -0.45840 0.95059 -2.81758

***

Entry 11:
48
Properties=species:S:1:pos:R:3 method="wB97M-V/def2-TZVPD" charge=0 e_above_lowest_ev=0.145 e_tot_ev=-41056.200 smiles="CCc1ccc(OCCSc2nc3ccccc3n2CCC(=O)O)cc1"
C 0.07929 2.44379 5.72691
C -0.37599 0.98545 5.64547
C 0.41050 0.24265 4.60265
C 1.60452 -0.39101 4.92689
C 2.34562 -1.04110 3.96294
C 1.91033 -1.07239 2.63886
O 2.72153 -1.76579 1.77623
C 2.35685 -1.88018 0.42461
C 2.71396 -0.62104 -0.36434
S 2.31151 -0.81032 -2.12220
C 0.58470 -0.62500 -2.03241
N -0.07795 -0.40112 -0.93375
C -1.39317 -0.31161 -1.31761
C -2.53126 -0.08000 -0.55722
C -3.74112 -0.04065 -1.21927
C -3.82859 -0.23234 -2.59792
C -2.70735 -0.46963 -3.37027
C -1.48904 -0.50232 -2.71508
N -0.19849 -0.72006 -3.14872
C 0.25679 -0.86160 -4.50132
C 0.69918 0.48876 -5.09121
C -0.44255 1.47764 -5.03998
O -0.52264 2.41033 -4.29135
O -1.39210 1.18319 -5.93743
C 0.72309 -0.43620 2.29873
C -0.00839 0.21022 3.28161
H -0.48918 2.98043 6.48340
H -0.06380 2.93766 4.76846
H 1.13514 2.49568 5.98305
H -1.43930 0.95456 5.39858
H -0.23839 0.51106 6.61940
H 1.95571 -0.37888 5.94891
H 3.26960 -1.53965 4.21140
H 2.93409 -2.72791 0.04110
H 1.28862 -2.09896 0.31540
H 2.16488 0.24538 0.00096
H 3.78604 -0.43118 -0.31860
H -2.45980 0.06297 0.50879
H -4.64637 0.14213 -0.65975
H -4.79759 -0.19530 -3.07326
H -2.78459 -0.62143 -4.43673
H 1.10590 -1.55158 -4.51353
H -0.55825 -1.27912 -5.09732
H 0.99803 0.34051 -6.12826
H 1.53444 0.88612 -4.51466
H -2.12639 1.81408 -5.87224
H 0.35225 -0.42852 1.28505
H -0.93030 0.70230 3.00506

***

Please write out number 7 again, unchanged.
19
Properties=species:S:1:pos:R:3 method="wB97M-V/def2-TZVPD" charge=0 e_above_lowest_ev=3.394 e_tot_ev=-19733.701 smiles="CN[C@H](C=O)CCS"
C 0.52471 0.37067 -2.69552
N 1.12536 -0.58752 -1.61401
C 0.44944 -0.51556 -0.29543
C 0.57485 -2.01788 0.09419
O 1.57322 -2.48714 0.53615
C -1.06321 0.02359 -0.29346
C -1.51631 0.43033 1.12803
S -0.72301 2.04151 1.56726
H 0.93604 0.12789 -3.70631
H -0.57962 0.25123 -2.57145
H 0.66662 1.49428 -2.45281
H 2.18280 -0.42526 -1.50943
H 1.13510 0.16059 0.30162
H -0.42875 -2.35724 0.09114
H -1.76857 -0.71813 -0.76456
H -1.03972 0.91692 -0.88042
H -1.43212 -0.20786 2.02517
H -2.53882 0.48621 1.11033
H 0.15497 1.87004 2.66266